No. 1
This record from the OMol25 dataset describes C5H5N3 as an isolated structure at a distorted geometry. The level of theory is ωB97M-V/def2-TZVPD.

Output
- net charge = 0
- highest occupied orbital energy (eV) = -10.59
- frontier orbital gap (eV) = 11.17

Geometry (Å):
C: -1.67148 -0.39438 0.14836
C: -0.21212 -0.85861 0.41521
C: 0.67489 -1.26680 -0.72555
C: 0.84913 0.12069 0.76493
C: 0.42863 1.36838 0.15433
H: -0.12830 -1.80124 1.01927
H: 0.53009 -0.70368 -1.68105
H: 0.74110 -2.38640 -0.89832
H: 2.44370 -0.05315 -0.55782
H: 1.10220 0.25916 1.84873
N: -2.75815 -0.15688 -0.14056
N: 1.84220 -0.65280 -0.03669
N: 0.18695 2.36248 -0.43339

***

No. 2
This record from the OMol25 dataset describes C33H50BBrN7O5PY as an isolated structure. The level of theory is ωB97M-V/def2-TZVPD.

Output
- net charge = +1
- highest occupied orbital energy (eV) = -11.40
- frontier orbital gap (eV) = 9.19

Geometry (Å):
Y: -1.14624 -0.31646 0.41349
C: -2.88870 -3.35903 -1.57872
C: -1.77262 -4.14218 -0.88819
C: -1.91434 -5.63557 -1.16753
C: -1.75762 -3.86232 0.59117
C: -1.85611 -4.79030 1.63169
C: -1.83239 -4.03580 2.78613
N: -1.72732 -2.74616 2.45179
N: -1.68174 -2.62168 1.09553
B: -1.84360 -1.54514 3.41622
N: -0.56031 -0.66812 3.41106
C: 0.40880 -0.73877 4.32510
C: 1.27152 0.32424 4.14092
C: 0.74679 1.02936 3.06426
N: -0.36337 0.41915 2.60607
C: 1.19338 2.34411 2.50214
C: 2.64191 2.65469 2.87040
C: 0.27620 3.46352 3.00597
N: -3.04904 -0.68346 2.99149
C: -4.19930 -0.49667 3.64952
C: -5.09318 0.14233 2.81475
C: -4.39641 0.30503 1.61445
N: -3.16067 -0.18655 1.73406
C: -4.87050 0.90702 0.32332
C: -3.83096 0.72723 -0.77315
C: -5.22007 2.38518 0.50066
H: -2.91809 -3.58620 -2.64465
H: -2.73544 -2.28385 -1.47496
H: -3.85989 -3.61156 -1.14815
H: -0.82180 -3.80520 -1.30511
H: -2.85988 -6.02324 -0.78265
H: -1.10221 -6.20951 -0.71983
H: -1.89669 -5.81529 -2.24262
H: -1.93932 -5.85883 1.55228
H: -1.89535 -4.32748 3.82116
H: -2.02048 -1.96618 4.52189
H: 0.40576 -1.52308 5.06412
H: 2.14141 0.56553 4.72519
H: 1.11615 2.28293 1.41323
H: 2.74080 2.79812 3.94841
H: 2.96619 3.57878 2.39033
H: 3.32719 1.85658 2.58264
H: 0.39988 3.60187 4.08126
H: -0.77355 3.23289 2.82185
H: 0.52060 4.40666 2.51345
H: -4.30951 -0.84182 4.66415
H: -6.10528 0.43255 3.03589
H: -5.77605 0.36909 0.02920
H: -2.93302 1.30701 -0.53145
H: -4.17837 1.12356 -1.72677
H: -3.58571 -0.33157 -0.93979
H: -4.33424 2.95333 0.79654
H: -5.97277 2.52121 1.27604
H: -5.60714 2.80678 -0.42775
C: 1.75113 5.01157 -2.25363
C: 1.60856 3.80022 -3.14619
O: 0.57532 2.91039 -2.64159
P: 0.91215 1.57483 -1.81323
O: -0.48567 1.69083 -0.78743
C: -0.85777 2.98504 -0.20764
C: -1.83056 3.77881 -1.05120
O: 2.06316 2.15485 -0.83724
C: 3.09601 1.23966 -0.38826
C: 4.40637 1.98048 -0.35191
H: 2.47129 5.70683 -2.68772
H: 2.10733 4.71995 -1.26671
H: 0.79838 5.53332 -2.15074
H: 2.54411 3.25206 -3.24124
H: 1.26893 4.07927 -4.14171
H: 0.05802 3.55531 -0.05124
H: -1.27382 2.75439 0.77714
H: -1.39998 4.00781 -2.02022
H: -2.04137 4.71429 -0.52826
H: -2.77938 3.26846 -1.20706
H: 3.15053 0.39512 -1.07737
H: 2.80689 0.85619 0.59100
H: 4.67277 2.32354 -1.35182
H: 5.19315 1.31591 0.00902
H: 4.35542 2.84224 0.31325
Br: 5.82576 -3.46203 -0.46868
C: 4.16245 -3.26981 -1.34204
C: 3.97198 -3.84636 -2.59065
C: 2.75355 -3.69161 -3.23941
C: 1.73401 -2.96225 -2.64876
C: 1.93531 -2.40544 -1.39109
C: 3.14776 -2.55782 -0.72876
C: 0.85273 -1.63928 -0.73626
O: -0.26373 -1.48679 -1.33341
O: 1.01225 -1.12842 0.41276
H: 4.76768 -4.42249 -3.04414
H: 2.60156 -4.14744 -4.20955
H: 0.78071 -2.83328 -3.14446
H: 3.28424 -2.11953 0.25025
C: 5.10584 -0.83350 -4.74215
C: 4.25614 0.14852 -4.07769
N: 3.58702 0.91986 -3.55442
H: 6.09966 -0.41696 -4.89311
H: 4.67426 -1.09589 -5.70669
H: 5.17252 -1.72757 -4.12626

***

No. 3
This record from the OMol25 dataset describes a 2-piece molecular cluster, CH6N3 overall at a distorted geometry. The level of theory is ωB97M-V/def2-TZVPD.

Output
- net charge = +1
- highest occupied orbital energy (eV) = -15.44
- frontier orbital gap (eV) = 11.98

Geometry (Å):
C: -2.64675 -0.19680 -0.14227
N: 0.57891 -0.67004 0.17560
N: -1.72589 0.33476 0.27368
N: 0.66503 0.77016 -0.06075
H: -3.49645 -0.71359 -0.34008
H: 1.09740 -1.34757 -0.37041
H: 0.53062 -0.71147 1.13405
H: -0.09095 1.14812 0.59517
H: 1.49407 1.24779 0.17724
H: 0.33736 0.91140 -0.97766